A molecular structure, C39H31IN3PPbS2 in a non-equilibrium geometry. Source: the Open Molecules 2025 dataset; level of theory: ωB97M-V with the def2-TZVPD basis set.

The geometry in XYZ format:
```
78
Properties=species:S:1:pos:R:3:forces:R:3
Pb -1.767000 1.231062 0.238342 0.1 -0.2 0.9
C -3.784698 2.385653 2.170109 0.0 0.3 0.4
C -3.832238 2.974792 0.905651 -0.3 0.2 -0.3
C -4.290781 1.992571 -0.012937 -0.7 0.2 0.1
C -4.542157 0.813988 0.723228 -0.4 0.1 -0.1
C -4.203447 1.056961 2.055386 -0.4 -0.2 0.3
H -3.476592 2.878315 3.079568 0.1 0.0 0.1
H -3.639833 4.010068 0.677967 0.2 0.1 -0.1
H -4.578775 2.173691 -1.036480 0.2 0.0 -0.2
H -4.940310 -0.104863 0.327658 0.1 -0.2 -0.1
H -4.270556 0.340387 2.858880 0.1 -0.1 0.0
C 1.915290 0.771129 3.904150 -0.1 0.0 0.1
C 3.119574 0.173176 3.251276 0.0 0.0 -0.1
C 4.210893 -0.219674 4.008103 0.2 -0.1 0.1
C 5.341400 -0.749936 3.409050 0.1 0.0 0.0
C 5.382626 -0.884254 2.031664 0.2 -0.1 0.0
C 4.289519 -0.516053 1.266851 -0.1 0.1 0.0
C 3.146551 0.013128 1.858562 0.0 -0.1 0.1
P 1.611471 0.438752 0.925905 0.4 0.1 -0.3
C 1.885134 -0.500179 -0.618830 -0.1 0.0 -0.1
C 1.847410 0.132212 -1.858682 0.2 0.1 0.1
C 1.830193 -0.604996 -3.027278 0.0 0.0 -0.1
C 1.870454 -1.986635 -2.973573 0.1 0.0 -0.1
C 1.916270 -2.624711 -1.746717 0.0 -0.1 -0.1
C 1.886537 -1.901002 -0.565046 0.1 0.1 0.0
C 1.822496 -2.618106 0.750826 0.1 -0.1 -0.1
C 2.004403 2.155842 0.458067 -0.2 -0.2 0.1
C 3.172880 2.475388 -0.219056 0.1 0.2 0.0
C 3.408434 3.763425 -0.661615 0.5 -0.1 -0.2
C 2.442992 4.742922 -0.436952 -0.1 0.1 0.0
C 1.289454 4.444441 0.238593 0.0 0.3 -0.2
C 1.026608 3.149192 0.741769 0.0 -0.1 0.1
C -0.165844 2.861348 1.454413 0.3 0.4 0.3
H 1.972020 0.711340 4.990568 0.0 0.0 0.1
H 1.011721 0.264730 3.562574 -0.1 0.1 0.1
H 1.825245 1.817826 3.612052 -0.1 0.1 0.0
H 4.175206 -0.118959 5.086509 0.0 0.0 0.1
H 6.184578 -1.058447 4.014786 0.0 0.0 0.0
H 6.265467 -1.288674 1.551523 0.0 0.0 0.0
H 4.319222 -0.653344 0.193168 0.0 0.0 0.0
H 1.805758 1.210905 -1.907573 -0.1 0.0 0.0
H 1.755854 -0.093554 -3.977012 0.0 0.0 -0.1
H 1.841510 -2.565566 -3.886951 0.0 -0.1 0.0
H 1.937512 -3.709241 -1.707572 -0.1 0.0 0.0
H 1.397481 -3.611157 0.623030 -0.1 -0.1 0.0
H 1.197353 -2.057695 1.445766 0.0 -0.1 0.1
H 2.813802 -2.724718 1.195944 0.0 0.0 0.1
H 3.899333 1.697359 -0.425656 0.0 0.0 0.0
H 4.315879 4.001297 -1.201651 0.1 0.0 0.0
H 2.611987 5.753594 -0.789967 0.0 0.1 0.0
H 0.555847 5.223006 0.414388 0.0 0.0 0.0
H -0.763673 3.729205 1.706251 -0.2 0.1 0.0
H -0.040155 2.200006 2.306419 -0.2 -0.2 -0.1
S -1.208508 1.979851 -2.233186 0.3 0.3 -0.3
C -1.999713 0.694134 -3.107549 0.0 0.2 -0.1
C -2.569288 1.031669 -4.327840 -0.3 -0.2 -0.2
C -3.244435 0.103935 -5.121394 0.5 -0.6 1.1
C -3.843888 0.505219 -6.321369 -0.5 0.4 -1.0
N -4.337596 0.859289 -7.301650 0.0 0.0 0.0
C -3.324634 -1.238436 -4.677326 0.7 1.2 0.6
C -2.724252 -1.585015 -3.469558 -0.4 -0.1 -0.5
C -2.073056 -0.653249 -2.663666 0.3 -0.1 0.4
S -1.382797 -1.200547 -1.173842 0.1 -0.4 -0.6
C -4.012415 -2.185074 -5.448456 -0.6 -0.9 -0.6
N -4.583887 -2.956944 -6.085491 0.0 0.0 0.0
H -2.499878 2.058804 -4.654139 0.0 0.1 -0.1
H -2.769549 -2.610940 -3.131384 0.0 0.0 0.0
I -2.441210 -5.301551 -0.791790 0.1 0.4 0.2
C -2.112449 -3.909960 0.761080 -0.1 -0.5 -0.3
C -1.182902 -4.180497 1.738428 0.0 0.0 0.2
C -1.026333 -3.254733 2.764181 0.0 -0.1 0.0
C -1.826422 -2.125094 2.750051 0.2 -0.1 0.3
N -2.726552 -1.889495 1.815802 -0.4 0.3 0.0
C -2.858215 -2.740573 0.817281 -0.2 -0.3 0.0
H -0.592336 -5.086005 1.723225 0.0 0.0 -0.1
H -0.300629 -3.427263 3.547598 0.0 0.1 0.0
H -1.766293 -1.375269 3.531941 0.1 0.0 0.1
H -3.603073 -2.508204 0.073603 -0.1 0.0 -0.1
```
Positions in Å, forces in eV/Å.

Summary:
E_tot = -3297.341744 Eh
E_HOMO = -0.0279 hartree
LUMO = 3.542 eV
Net charge = -2
Strongest force on any atom = 0.0289 hartree/bohr
Frontier orbital gap = 0.158 Eh
Energy above the lowest of the compared OMol25 structures with the same formula, charge and spin = 0.834 eV